(1)
{
  "formula": "C23H31F3IO5S",
  "method": "wB97M-V/def2-TZVPD",
  "e_homo_ev": -3.4549,
  "homo_lumo_gap_ev": 5.9416,
  "charge": -1,
  "species": ["C", "C", "O", "C", "C", "C", "C", "C", "C", "C", "C", "C", "O", "O", "C", "C", "O", "H", "H", "H", "H", "H", "H", "H", "H", "H", "H", "H", "H", "H", "H", "H", "H", "H", "H", "H", "H", "H", "C", "C", "C", "C", "C", "I", "C", "C", "C", "C", "O", "S", "C", "F", "F", "F", "H", "H", "H", "H", "H", "H", "H", "H", "H", "H"],
  "xyz": [[1.42002, 1.79658, -2.98651], [1.17579, 2.45548, -1.65931], [0.89220, 1.39507, -0.72688], [0.79692, 1.91309, 0.51695], [0.41891, 0.96820, 1.59541], [0.70390, 1.52670, 2.98745], [2.23034, 1.70135, 3.18222], [2.62945, 2.25516, 4.54502], [1.83876, 3.51806, 4.89424], [0.32761, 3.28366, 4.76731], [-0.06196, 2.78873, 3.37211], [1.04567, -0.41535, 1.62045], [0.76557, -1.16675, 2.55339], [1.80831, -0.81269, 0.58980], [2.14001, -2.22168, 0.76550], [2.60438, -2.71068, -0.56742], [1.03493, 3.11060, 0.68322], [1.44052, 2.56313, -3.76768], [2.40633, 1.30892, -2.96508], [0.66410, 1.03845, -3.23152], [2.06371, 2.99487, -1.30121], [0.31827, 3.14169, -1.66156], [0.37904, 0.73393, 3.67172], [2.72287, 0.73284, 3.01088], [2.56228, 2.39746, 2.40138], [2.43541, 1.48521, 5.30300], [3.71200, 2.43534, 4.56030], [2.10389, 3.86537, 5.89924], [2.14862, 4.33561, 4.22855], [0.03667, 2.52008, 5.50092], [-0.20767, 4.20493, 5.02107], [0.17672, 3.56784, 2.64082], [-1.13551, 2.56066, 3.32241], [2.91499, -2.24847, 1.54647], [1.24987, -2.77093, 1.10353], [2.90557, -3.76094, -0.50332], [1.80922, -2.63658, -1.32289], [3.46580, -2.11432, -0.89310], [-5.20937, -2.48423, -1.59037], [-4.81985, -1.64357, -0.36981], [-5.89733, -1.79150, 0.66943], [-3.43050, -1.96936, 0.12681], [-2.77365, -0.98563, 0.91055], [-3.66555, 0.21671, 2.39077], [-1.47738, -0.62786, 0.59145], [-0.84940, -1.24236, -0.49052], [-1.36618, -2.44541, -1.00554], [-2.60344, -2.89016, -0.55005], [-4.80948, -0.21408, -0.69123], [-3.38526, 0.45739, -1.40800], [-4.03368, 1.14192, -2.95741], [-4.01569, 2.50753, -2.90836], [-3.25058, 0.73775, -4.00674], [-5.30544, 0.74770, -3.20012], [-5.44207, -3.50635, -1.25278], [-6.10320, -2.04521, -2.05196], [-4.41338, -2.55426, -2.34146], [-5.80305, -2.77236, 1.15444], [-5.83624, -1.00178, 1.42877], [-6.86156, -1.74241, 0.15766], [-0.98347, 0.22673, 1.16411], [-0.00006, -0.75532, -0.97346], [-0.81618, -2.99590, -1.78720], [-2.99813, -3.87130, -0.85180]],
  "atomic_forces_ev_per_a": [[0.408, -0.112, -0.373], [-0.098, -0.469, 0.051], [-0.105, 0.586, -0.675], [0.266, -0.798, 2.344], [3.411, 0.572, -0.489], [-0.006, -0.132, 0.510], [-0.203, 0.286, -0.173], [-0.089, -0.178, 0.066], [0.166, 0.092, -0.098], [0.163, -0.185, 0.084], [0.155, 0.225, -0.111], [-2.099, 1.975, 0.853], [0.699, -0.018, -0.554], [0.101, -1.195, 0.437], [-0.117, 0.500, -0.074], [0.449, -0.121, -0.505], [-0.382, -0.092, -0.095], [-0.021, -0.164, -0.050], [-0.309, 0.004, -0.112], [0.093, 0.278, 0.075], [-0.354, 0.005, -0.283], [0.288, -0.056, -0.124], [0.029, 0.150, 0.110], [-0.061, 0.221, 0.048], [0.087, -0.112, 0.079], [-0.041, 0.066, 0.061], [-0.100, 0.111, 0.081], [-0.115, -0.104, 0.061], [-0.124, -0.127, -0.115], [-0.016, 0.076, 0.072], [-0.041, -0.067, -0.024], [-0.245, -0.067, 0.116], [0.122, 0.181, -0.016], [-0.234, -0.359, -0.246], [0.358, 0.250, 0.001], [0.030, 0.078, -0.010], [0.199, 0.073, 0.238], [-0.152, -0.186, -0.127], [0.036, 0.057, -0.128], [0.143, -0.636, -0.224], [-0.686, 0.109, 0.377], [0.687, 0.617, 0.697], [0.317, -0.789, -0.900], [0.143, 0.042, 0.105], [-0.698, -0.298, 0.133], [-0.168, -0.403, -0.585], [0.669, 0.123, 0.635], [-0.295, 0.239, -0.601], [0.539, 0.690, -0.894], [-1.110, -0.912, 0.593], [-0.638, -0.202, 0.045], [0.036, -1.015, -0.556], [-0.683, 0.703, 0.629], [0.794, 0.387, -0.171], [0.025, 0.269, -0.139], [0.166, -0.137, 0.129], [-0.169, 0.181, 0.190], [-0.041, 0.249, -0.098], [-0.126, -0.409, -0.316], [-0.126, 0.052, 0.239], [-0.469, -0.664, -0.842], [-0.126, -0.294, 0.424], [-0.297, 0.141, 0.593], [-0.031, 0.715, -0.364]]
}

***

(2)
{
  "formula": "C23H31F6O3Ti",
  "method": "wB97M-V/def2-TZVPD",
  "spin_multiplicity": 2,
  "e_homo_ev": [-6.4526, -6.4670],
  "homo_lumo_gap_ev": [6.6650, 6.6790],
  "s2": 0.755,
  "species": ["O", "C", "C", "H", "H", "C", "H", "H", "C", "H", "H", "H", "C", "H", "H", "H", "Ti", "C", "C", "C", "H", "C", "C", "H", "H", "H", "H", "C", "C", "C", "H", "C", "C", "H", "H", "H", "H", "O", "C", "C", "H", "H", "C", "H", "H", "C", "H", "H", "H", "H", "C", "C", "O", "C", "F", "F", "F", "C", "F", "F", "F", "H", "H", "H"],
  "xyz": [[2.26641, -1.15778, -0.53830], [2.33018, -2.13991, -1.59375], [3.62548, -2.63477, -0.95964], [2.46547, -1.82999, -2.65432], [1.44264, -2.74252, -1.46000], [3.68674, -1.25585, -0.19011], [4.36340, -2.96168, -1.65312], [3.34781, -3.40197, -0.22304], [4.28597, 0.00833, -0.84800], [3.60033, 0.54356, -1.50729], [5.22134, -0.11171, -1.41047], [4.44984, 0.71132, -0.02876], [3.94945, -1.21374, 1.31210], [3.67013, -2.05460, 1.96320], [3.40172, -0.37529, 1.78108], [5.01657, -0.96591, 1.43758], [-0.34710, 0.24920, 0.58266], [-0.28529, -1.91085, 2.48990], [-1.43094, -1.80981, 1.65316], [-1.08585, -2.36922, 0.37050], [-2.42308, -1.66059, 2.02582], [0.19526, -2.96042, 0.50090], [0.74227, -2.58623, 1.76594], [1.74760, -2.81889, 2.14191], [-0.25701, -1.63203, 3.54481], [-1.78139, -2.49492, -0.45513], [0.63597, -3.70152, -0.16779], [-0.23466, 0.88290, 2.71380], [1.19821, 0.75286, 2.59196], [1.65876, 1.68311, 1.62836], [1.81512, 0.04495, 3.15300], [0.49863, 2.29081, 1.03597], [-0.66905, 1.90746, 1.78702], [-1.63364, 2.40754, 1.76819], [-0.87777, 0.39286, 3.45740], [2.68674, 2.02277, 1.48820], [0.48560, 3.03103, 0.24811], [-0.14083, 1.27243, -1.14473], [0.97779, 1.69145, -2.12723], [0.42462, 1.69178, -3.55916], [1.68130, 0.85711, -2.06411], [1.32644, 2.68924, -1.80733], [-1.05497, 1.43241, -3.42304], [0.89485, 0.86386, -4.10224], [0.68629, 2.62245, -4.07552], [-1.35347, 1.41263, -1.94821], [-1.41093, 0.49253, -3.86713], [-1.59566, 2.23371, -3.93124], [-1.81636, 0.48170, -1.70365], [-1.95206, 2.28197, -1.67387], [-3.67074, 2.15801, 0.56897], [-3.47790, 0.67102, 0.49909], [-2.10895, 0.27973, 0.39303], [-4.05601, 0.06062, 1.81995], [-5.14564, 0.75686, 2.21795], [-4.39553, -1.25174, 1.75518], [-3.11276, 0.19494, 2.81944], [-4.18376, 0.01018, -0.72197], [-5.51912, 0.24253, -0.74466], [-3.73640, 0.57286, -1.89550], [-3.90994, -1.31540, -0.84067], [-3.49588, 2.43311, 1.61681], [-4.69604, 2.36781, 0.24335], [-2.92024, 2.65774, -0.05536]],
  "atomic_forces_ev_per_a": [[-1.092, 1.279, -0.155], [0.494, -0.016, 0.844], [-0.443, 0.069, 0.689], [-0.228, 0.588, 0.656], [0.098, -0.283, -0.609], [-1.202, -0.185, -1.111], [0.995, -0.206, -0.195], [0.468, 0.066, -0.221], [0.824, 0.108, 0.185], [-0.130, -0.559, -0.040], [-0.059, -0.191, 0.357], [0.326, 0.112, -0.121], [0.218, 0.529, 0.495], [0.249, -0.168, -0.836], [0.225, -0.156, -0.633], [-0.245, -0.327, 0.136], [2.858, -4.133, 1.216], [0.129, -0.915, -0.732], [1.496, -0.728, -0.151], [0.010, -0.435, 0.765], [0.356, 0.239, -0.262], [0.248, 0.435, 0.841], [-0.742, -0.444, 0.036], [-0.671, 0.036, -0.233], [0.119, -0.081, -0.421], [0.158, -0.138, 0.205], [-0.070, 0.541, 0.074], [0.179, 1.507, 0.326], [-0.721, 0.399, -0.116], [-1.411, -0.072, -0.016], [-0.393, 0.354, -0.267], [0.272, 1.126, 2.080], [1.521, 1.339, 1.685], [0.618, -0.419, -0.124], [0.567, 0.363, -0.681], [-0.288, -0.659, -0.487], [0.156, 0.015, 0.286], [1.010, 1.616, -4.858], [-0.394, -0.797, 1.030], [0.823, -0.501, 0.230], [0.285, 0.707, 0.564], [0.106, -0.719, 0.047], [-0.622, 0.318, -0.637], [0.012, 0.293, 0.010], [-0.234, -0.183, 0.149], [-0.114, -0.909, 0.303], [0.458, 0.234, -0.019], [-0.205, -0.107, 0.170], [-0.568, 0.337, -0.146], [0.317, -0.136, 0.409], [-0.158, 0.282, -0.083], [2.146, -1.983, -0.172], [-5.448, 0.898, -0.730], [0.412, -0.200, 0.834], [0.292, -0.582, -0.098], [-0.041, 1.267, 0.034], [-1.440, 0.146, -0.871], [0.108, -0.003, -1.109], [0.630, -0.641, 0.459], [-0.936, -0.315, 0.737], [-0.721, 1.324, 0.289], [-0.418, 0.336, -0.439], [0.287, 0.446, 0.266], [-0.476, -0.120, 0.164]]
}

***

(3)
{
  "formula": "C23H31N3O2",
  "method": "wB97M-V/def2-TZVPD",
  "e_homo_ev": -9.6365,
  "homo_lumo_gap_ev": 10.1871,
  "smiles": "c1ccncc1.c1ccncc1.c1ccncc1.C1CCOC1.C1CCOC1",
  "species": ["C", "C", "C", "N", "C", "C", "H", "H", "H", "H", "H", "C", "C", "C", "N", "C", "C", "H", "H", "H", "H", "H", "C", "C", "C", "N", "C", "C", "H", "H", "H", "H", "H", "C", "C", "C", "O", "C", "H", "H", "H", "H", "H", "H", "H", "H", "C", "C", "C", "O", "C", "H", "H", "H", "H", "H", "H", "H", "H"],
  "xyz": [[-2.67412, 8.29787, 0.08537], [-2.36385, 6.94554, 0.03372], [-2.08725, 6.36610, -1.19271], [-2.11845, 7.05041, -2.33489], [-2.36928, 8.35417, -2.27733], [-2.67414, 9.01381, -1.09861], [-2.83063, 8.79384, 1.03322], [-2.32440, 6.39270, 0.96404], [-1.73203, 5.34843, -1.31098], [-2.38298, 8.85343, -3.23966], [-2.73985, 10.09578, -1.09828], [3.30494, 15.23087, 0.73770], [2.99742, 15.95032, -0.40623], [2.77402, 15.24481, -1.57736], [2.71780, 13.91306, -1.62547], [3.09764, 13.23430, -0.54154], [3.38342, 13.84886, 0.66568], [3.52749, 15.71172, 1.68193], [2.97625, 17.03102, -0.36320], [2.49658, 15.74694, -2.49745], [3.10549, 12.15649, -0.65613], [3.69280, 13.31483, 1.55491], [-4.22215, 12.08279, 1.87359], [-3.09773, 11.51319, 2.45856], [-3.23743, 10.41974, 3.30320], [-4.38633, 9.77058, 3.44961], [-5.46578, 10.31126, 2.88780], [-5.42840, 11.42821, 2.06722], [-4.08543, 12.92306, 1.20614], [-2.15100, 12.01351, 2.30443], [-2.34285, 10.05539, 3.79712], [-6.40442, 9.78527, 3.02213], [-6.33675, 11.77195, 1.58770], [0.96902, 11.18800, 1.67915], [1.34540, 11.81214, 3.01311], [0.20593, 11.25436, 3.88970], [0.05395, 9.92431, 3.42366], [0.56133, 9.77648, 2.08533], [1.81368, 11.19454, 0.99079], [0.15530, 11.74478, 1.20901], [1.35778, 12.89895, 3.06493], [2.28241, 11.38486, 3.37971], [-0.67222, 11.87327, 3.65397], [0.32311, 11.29181, 4.97026], [-0.21372, 9.34055, 1.45740], [1.42656, 9.11492, 2.15915], [-2.02622, 15.31299, 1.90744], [-0.90892, 15.48650, 2.93464], [-0.02849, 16.51666, 2.24514], [-0.97038, 17.44655, 1.67383], [-2.22327, 16.76705, 1.46502], [-2.92324, 14.90269, 2.37203], [-1.67288, 14.59868, 1.15985], [-0.35635, 14.57491, 3.17458], [-1.29943, 15.86980, 3.88034], [0.49499, 16.09223, 1.37886], [0.70566, 17.02222, 2.86774], [-2.61781, 16.89146, 0.46105], [-2.85459, 17.23918, 2.22352]],
  "atomic_forces_ev_per_a": [[0.234, -0.096, -0.220], [-0.166, 0.051, 0.453], [0.308, 0.204, -0.275], [0.221, -0.004, -0.104], [-0.532, -0.406, -0.175], [0.596, 0.484, 0.061], [-0.157, -0.018, 0.051], [0.051, -0.196, -0.148], [-0.301, -0.132, 0.309], [0.094, 0.206, 0.095], [-0.367, -0.053, 0.006], [0.121, -0.175, -0.048], [0.397, 0.109, 0.278], [-0.924, -0.200, 0.120], [0.765, -0.013, -0.142], [-0.521, 0.086, -0.125], [0.244, 0.249, 0.210], [-0.093, 0.176, -0.066], [-0.070, 0.002, -0.209], [0.122, 0.113, 0.025], [0.066, -0.017, 0.099], [-0.097, -0.301, -0.159], [0.374, -0.932, -0.267], [-0.298, 0.898, 0.223], [0.474, 0.094, -0.663], [-0.220, 0.213, 0.724], [0.155, -0.315, -0.559], [-0.269, 0.487, -0.012], [-0.307, 0.107, 0.045], [0.130, -0.233, 0.112], [-0.182, -0.346, 0.052], [0.038, -0.046, 0.093], [-0.002, 0.039, 0.103], [0.551, 0.186, -0.363], [-0.480, -0.380, 1.079], [0.241, 0.611, -1.064], [-0.555, -0.401, 0.491], [-0.017, 0.599, 0.614], [-0.114, -0.082, -0.097], [-0.075, -0.098, 0.017], [0.223, 0.032, -0.270], [0.138, 0.242, -0.108], [-0.169, -0.242, 0.155], [0.341, -0.299, -0.003], [0.047, -0.064, -0.062], [-0.023, -0.088, -0.274], [0.243, -0.182, 0.532], [0.526, -0.162, 0.256], [-0.623, -0.003, -0.929], [0.375, -0.033, -0.211], [0.304, -0.074, 1.191], [-0.075, 0.028, -0.133], [-0.169, 0.327, -0.380], [-0.113, -0.077, -0.144], [0.015, 0.158, -0.066], [0.234, -0.372, 0.317], [-0.227, 0.245, 0.137], [0.164, 0.174, -0.104], [-0.646, -0.081, -0.471]]
}